Computed, not measured: a 5-piece molecular cluster, C35H49FN4O12 overall at a distorted geometry, with ωB97M-V with the def2-TZVPD basis set.

Its total charge is 0. The multiplicity is 1. Its gap between HOMO and LUMO is 8.117 eV.

Each line ends with the Mulliken charge.
Element x y z (Å)
C (0.41799, -0.93526, 3.25513)  -0.09
C (0.99222, -1.72285, 2.54401)  -0.35
C (1.76430, -2.57631, 1.60199)  -0.77
C (0.89661, -3.29013, 0.52971)  -0.22
C (0.48003, -2.40120, -0.66515)  -0.66
C (-0.27739, -1.12876, -0.29190)  1.05
C (0.15989, 0.09986, -0.76765)  0.38
C (1.38554, 0.22499, -1.69028)  -0.98
C (2.68273, 0.31821, -0.82485)  -0.43
C (3.79659, -0.58101, -1.46231)  -1.25
C (-0.52602, 1.33681, -0.40837)  -0.10
C (-0.01863, 2.70691, -0.88615)  -1.31
C (-0.99743, 3.47309, -1.83496)  0.42
C (-1.33335, 4.89419, -1.29413)  -1.12
F (-2.16956, 2.77197, -2.11549)  -0.39
C (-1.64398, 1.25019, 0.40164)  1.63
C (-2.38059, 2.52351, 0.83392)  -2.06
C (-2.15444, -0.01204, 0.88966)  0.36
N (-3.28038, 0.02288, 1.66620)  -0.65
C (-3.62598, -1.18023, 2.07612)  0.03
C (-4.86379, -1.27847, 2.99571)  -0.77
N (-6.04261, -1.80439, 2.29700)  -0.58
C (-2.93192, -2.40089, 1.76217)  0.27
N (-3.42358, -3.64000, 2.31332)  -0.02
C (-3.25080, -4.79191, 1.39989)  -0.28
C (-1.89396, -5.55546, 1.56313)  -0.84
N (-1.87016, -2.41766, 0.98125)  -0.11
C (-1.46128, -1.18531, 0.53110)  0.04
H (0.14130, -0.25063, 4.03611)  0.43
H (2.61817, -2.04346, 1.15096)  0.15
H (2.22078, -3.37846, 2.21422)  0.48
H (1.53822, -4.09563, 0.11657)  0.75
H (0.06282, -3.79766, 1.02013)  -0.57
H (-0.15559, -3.01195, -1.34010)  0.50
H (1.39414, -2.20527, -1.24288)  -0.34
H (1.28634, 1.08435, -2.36342)  0.42
H (1.40390, -0.65402, -2.35204)  0.12
H (2.49807, -0.06052, 0.19262)  0.48
H (3.07110, 1.34501, -0.76591)  0.44
H (4.44121, -0.01387, -2.15085)  0.39
H (3.36023, -1.40880, -2.04919)  0.09
H (4.42193, -1.06113, -0.68738)  0.36
H (0.94814, 2.64515, -1.39901)  0.43
H (0.16498, 3.29361, 0.04230)  0.16
H (-0.49416, 3.64560, -2.80174)  0.27
H (-2.41600, 5.09891, -1.34275)  0.31
H (-0.79389, 5.67172, -1.86096)  0.33
H (-1.03719, 5.02384, -0.24304)  0.07
H (-1.63673, 3.31726, 0.98598)  0.20
H (-2.93512, 2.37905, 1.76882)  0.46
H (-3.10082, 2.85347, 0.06908)  0.24
H (-4.56838, -1.97401, 3.80381)  0.25
H (-5.05446, -0.29418, 3.44724)  0.41
H (-6.70736, -1.06153, 2.12622)  0.26
H (-5.79819, -2.28544, 1.44218)  0.23
H (-2.81810, -3.80422, 3.12236)  0.06
H (-4.04824, -5.51128, 1.64529)  0.45
H (-3.33285, -4.42120, 0.36861)  0.24
H (-1.35160, -5.45894, 0.60620)  0.19
H (-2.04968, -6.63944, 1.69732)  0.41
H (-1.28001, -5.15826, 2.38599)  0.13
O (3.38430, 2.13118, -3.11707)  -0.46
C (3.05753, 2.30622, -4.24707)  0.57
O (2.85443, 1.31091, -5.13825)  -0.14
C (2.25393, 1.88176, -6.30001)  -0.35
C (2.68885, 3.32434, -6.21874)  -0.47
O (2.83624, 3.52316, -4.80989)  -0.34
H (2.60819, 1.38538, -7.20124)  0.34
H (1.17369, 1.76530, -6.23423)  0.31
H (3.65168, 3.50280, -6.70361)  0.27
H (1.95282, 4.01012, -6.63273)  0.31
O (0.29655, -0.39099, -6.26861)  -0.52
C (0.94624, -1.36603, -6.06054)  0.55
O (0.82199, -2.53059, -6.74754)  -0.35
C (1.90860, -3.37531, -6.36656)  -0.42
C (2.28319, -2.83491, -5.00874)  -0.24
O (1.90123, -1.46347, -5.10522)  -0.11
H (1.59654, -4.41698, -6.33550)  0.32
H (2.71298, -3.26685, -7.09755)  0.27
H (1.71703, -3.30304, -4.19997)  0.17
H (3.34621, -2.92654, -4.79556)  0.36
O (-1.80541, -4.79898, 5.11465)  -0.55
C (-1.02253, -4.35151, 5.88885)  0.65
O (0.30571, -4.22140, 5.64917)  -0.28
C (0.86167, -3.43986, 6.70611)  -0.26
C (-0.11934, -3.65483, 7.83061)  -0.34
O (-1.34061, -3.89974, 7.13063)  -0.33
H (1.86609, -3.77872, 6.95107)  0.32
H (0.90606, -2.39710, 6.38443)  0.19
H (0.12374, -4.52963, 8.43785)  0.26
H (-0.21299, -2.78820, 8.48155)  0.30
O (0.87295, 5.14823, 1.63944)  -0.49
C (0.84187, 6.32913, 1.75417)  0.64
O (1.11020, 7.20614, 0.75217)  -0.29
C (0.74698, 8.50921, 1.20760)  -0.30
C (0.82398, 8.36635, 2.70774)  -0.33
O (0.53338, 6.98283, 2.90390)  -0.32
H (1.43221, 9.25961, 0.81905)  0.28
H (-0.26316, 8.73586, 0.85948)  0.26
H (1.82226, 8.57623, 3.09788)  0.27
H (0.10166, 8.99111, 3.22881)  0.29

Forces on the atoms, in the same order (eV/Å):
0.6626 -0.2631 0.3982
0.3539 0.4655 -0.4666
-0.4250 -0.6682 0.4858
0.8332 -0.2497 -0.1815
-0.5825 -0.5797 0.3617
0.2374 0.6719 -0.3693
-0.3191 0.8714 -0.3684
-0.5154 -0.2381 0.7935
0.6151 -0.9689 -0.9424
0.0764 -0.0019 0.2243
-0.0251 -1.0629 -0.0095
-0.4034 -0.3113 0.5883
0.6598 1.2310 0.2436
-0.1534 0.0355 0.1711
0.2549 0.0304 0.0874
-0.4111 0.6907 0.3143
0.2542 -0.2727 0.0249
0.8913 1.5012 -0.9097
0.9396 -1.9795 -0.3290
-1.3522 0.3761 1.2479
1.0368 -0.5858 -0.1931
-0.1146 0.3310 0.5450
0.5321 -0.0973 -0.5362
0.7434 0.5308 -0.4507
0.4521 -0.4890 0.6494
-0.2164 0.0383 -0.8955
-0.9722 0.9402 0.2924
0.4018 -0.6501 -0.2366
-0.2748 -0.2207 -0.4727
-0.4867 0.1087 0.1425
-0.1532 0.3216 -0.1843
-0.2508 0.3013 0.1306
0.0983 0.3923 -0.2006
0.1606 0.1775 0.3510
-0.3685 0.2601 0.3222
0.0272 -0.3146 0.2908
0.2025 0.3675 0.2332
-0.1691 0.3211 -0.3364
-0.3522 -0.2832 0.0920
-0.2331 -0.1606 0.2939
0.0605 0.2963 0.2266
-0.0900 0.3436 -0.2941
-0.2852 -0.1219 0.2886
-0.1382 -0.1515 -0.7398
-0.2624 -0.4613 0.1951
0.4005 -0.1440 -0.2142
-0.2696 -0.3386 0.0961
-0.0727 -0.1797 -0.3204
-0.3414 -0.1043 -0.0056
0.2296 -0.0579 -0.2984
0.2911 -0.1248 0.2244
-0.3492 0.3004 -0.1842
-0.0238 -0.2992 -0.3320
0.1267 -0.1448 -0.3322
-0.0795 0.1011 0.0542
-0.5362 -0.1477 0.1671
0.0409 0.4149 -0.3489
-0.2373 -0.2607 0.3513
0.1247 0.0356 0.5437
-0.0084 0.4567 0.2059
-0.2485 -0.1852 -0.2859
0.0736 0.2518 -0.0732
0.0227 -0.0893 0.0739
0.1190 0.2883 0.1029
-0.2525 0.0446 -0.4166
0.0527 0.2007 -0.2836
0.0107 -0.2624 0.0416
0.0701 -0.1257 0.1364
0.0343 -0.0204 0.0384
0.0099 -0.0152 0.0615
-0.0048 0.0652 0.2076
0.0591 -0.1437 -0.0413
-0.1682 0.0881 0.0850
0.0903 0.1828 0.1565
0.1240 -0.3443 -0.1351
0.2225 -0.2192 0.2863
-0.1807 -0.1021 -0.2331
-0.1756 0.0868 -0.0745
-0.0089 0.0422 0.0263
-0.0316 0.0223 -0.0350
-0.0197 0.2179 0.0184
-0.0113 0.0448 -0.0204
-0.0555 0.0285 -0.0767
-0.2593 -0.0553 0.1814
0.4052 0.2552 0.0096
0.0418 0.0392 0.3382
0.1628 -0.0826 -0.2468
-0.0382 -0.1202 -0.1682
-0.0319 -0.0275 -0.0255
-0.0215 -0.0165 -0.0543
-0.1983 -0.0090 -0.0765
-0.0280 0.0215 0.0111
0.0202 -0.1968 -0.0173
-0.0583 -0.0591 0.2561
-0.0390 0.3374 -0.1988
0.0172 0.2985 0.2544
0.0512 0.0006 -0.2678
0.0717 -0.1652 -0.0973
0.0007 -0.0388 0.0348
0.0005 -0.0317 -0.0414
-0.0629 -0.1851 0.0639